{
  "formula": "C25H37FeN6O7P3S6Sb",
  "method": "the ωB97M-V functional and the def2-TZVPD basis",
  "spin_multiplicity": 6,
  "orbital_gap_ev": [6.10, 5.17],
  "s2": 8.7920,
  "lumo_ha": [0.1399, 0.1055],
  "e_tot_ha": -6747.66495,
  "charge": -2,
  "homo_ha": [-0.08419, -0.08435],
  "e_above_lowest_kj_mol": 109.2,
  "elements": ["Fe", "S", "Sb", "S", "S", "S", "C", "N", "C", "P", "O", "O", "P", "O", "N", "C", "C", "N", "C", "C", "N", "C", "C", "H", "H", "H", "H", "H", "H", "H", "H", "H", "H", "H", "H", "H", "H", "H", "H", "H", "H", "H", "H", "H", "H", "H", "H", "O", "C", "O", "C", "C", "N", "N", "C", "C", "O", "O", "H", "H", "H", "S", "P", "S", "C", "C", "C", "C", "C", "C", "C", "C", "C", "C", "C", "C", "H", "H", "H", "H", "H", "H", "H", "H", "H", "H"],
  "xyz": [[-2.19290, 1.22475, 0.16351], [-5.00180, 4.34945, 0.46401], [-2.89270, 3.53095, 0.82221], [-2.87090, 1.62815, 2.37581], [-1.73000, 2.82175, -1.27749], [-1.66770, 5.25675, 1.70451], [-0.75380, 1.17945, 5.10231], [0.03750, 1.55575, 3.95231], [0.06490, 2.98795, 3.72321], [0.20130, 0.60905, 2.58021], [-0.11180, 1.16925, 1.26551], [-0.62220, -0.73715, 2.97731], [-1.35810, -1.72165, 1.91111], [-2.10030, -1.03735, 0.84731], [-2.27150, -2.62305, 3.01281], [-2.96620, -3.71095, 2.34481], [-3.16670, -1.84445, 3.85411], [-0.22910, -2.78875, 1.36181], [-0.04530, -3.01525, -0.05629], [0.85760, -3.20175, 2.21181], [1.77560, 0.01855, 2.62711], [2.27990, -0.28845, 3.94581], [2.74520, 0.64595, 1.75381], [-1.80290, 1.47915, 4.99331], [-0.33390, 1.67155, 5.98611], [-0.69530, 0.10215, 5.24791], [-0.94000, 3.42075, 3.67921], [0.56870, 3.20365, 2.78301], [0.60990, 3.46685, 4.53921], [-2.28330, -4.17805, 1.63761], [-3.85440, -3.36815, 1.80331], [-3.26840, -4.44905, 3.09191], [-2.59150, -1.08105, 4.37201], [-3.62010, -2.51505, 4.58891], [-3.95730, -1.34945, 3.28071], [-0.90950, -2.61915, -0.58299], [0.02760, -4.09115, -0.24889], [0.85000, -2.52015, -0.43919], [0.59790, -2.98645, 3.24551], [1.78420, -2.68005, 1.95661], [1.01750, -4.27755, 2.10061], [1.53770, -0.87895, 4.48071], [2.50390, 0.61185, 4.52821], [3.19630, -0.87215, 3.84051], [2.27950, 0.78695, 0.78221], [3.60320, -0.02015, 1.63631], [3.09990, 1.61085, 2.13191], [-5.74890, -2.86265, -2.36569], [-4.60340, -2.96205, -3.00319], [-4.40350, -3.83205, -3.82909], [-3.54790, -1.98705, -2.65809], [-2.25340, -2.01265, -3.15889], [-1.59010, -0.99425, -2.59949], [-2.35700, -0.31255, -1.75919], [-3.55470, -0.87805, -1.76989], [-4.61120, -0.31005, -0.86299], [-5.70170, -0.90815, -0.76969], [-4.29970, 0.73395, -0.25119], [-5.76770, -2.06055, -1.69489], [-1.80540, -2.68195, -3.86699], [-0.58880, -0.76525, -2.60069], [2.87940, -1.89385, -3.32129], [2.29870, -0.10435, -2.73939], [0.97680, 0.02495, -1.25759], [1.75980, 0.88025, -4.19249], [2.64030, 0.94965, -5.26389], [2.31450, 1.69965, -6.37579], [1.10400, 2.37695, -6.42239], [0.21850, 2.29085, -5.36089], [0.54440, 1.54325, -4.24179], [3.72530, 0.92495, -2.22519], [3.51150, 2.27465, -1.97659], [4.54300, 3.05235, -1.48969], [5.78570, 2.48395, -1.25139], [5.99830, 1.14025, -1.50519], [4.96610, 0.35655, -1.98919], [3.57470, 0.40495, -5.21139], [3.00710, 1.76505, -7.20539], [0.85820, 2.97625, -7.29049], [-0.72300, 2.81915, -5.39579], [-0.13240, 1.50075, -3.39899], [2.53310, 2.70125, -2.15309], [4.38110, 4.10085, -1.28239], [6.58980, 3.08765, -0.85069], [6.96870, 0.69775, -1.31649], [5.10910, -0.69665, -2.19519]]
}



{
  "formula": "C25H45B4F4N5O4",
  "method": "the ωB97M-V functional and the def2-TZVPD basis",
  "spin_multiplicity": 1,
  "orbital_gap_ev": 9.11,
  "lumo_ha": 0.0206,
  "e_tot_ha": -2053.40799,
  "homo_ha": -0.31426,
  "elements": ["C", "C", "C", "F", "B", "O", "B", "C", "C", "C", "F", "C", "F", "F", "O", "B", "B", "O", "N", "C", "C", "O", "H", "H", "H", "H", "H", "H", "H", "H", "H", "H", "H", "H", "H", "H", "H", "H", "H", "C", "C", "C", "C", "N", "H", "H", "H", "H", "H", "H", "H", "C", "C", "C", "C", "N", "H", "H", "H", "H", "H", "H", "H", "C", "C", "C", "C", "N", "H", "H", "H", "H", "H", "H", "H", "C", "C", "C", "C", "N", "H", "H", "H", "H", "H", "H", "H"],
  "xyz": [[1.51791, -1.56009, 0.58104], [0.72050, -2.30954, -0.48521], [1.43020, -2.45161, -1.82955], [0.60449, -3.06868, -2.76383], [2.04101, -1.08591, -2.39425], [1.38845, -0.38433, -3.38479], [1.89880, 0.92366, -3.30143], [1.05162, 2.16765, -2.85722], [0.70392, 1.96856, -1.35924], [0.69794, 3.27256, -0.58647], [0.79880, 4.43990, -1.19821], [0.64231, 3.22300, 0.72674], [-0.16531, 2.39052, 1.30307], [1.38100, 3.91272, 1.53421], [3.27107, 1.03422, -3.58604], [3.89663, 0.37330, -2.53349], [5.49437, 0.72237, -2.08798], [6.47627, -0.23599, -2.40821], [5.91094, 1.91290, -1.36205], [6.02212, 1.47632, 0.06238], [4.89768, 2.97712, -1.39110], [3.22615, -0.63546, -1.81077], [1.73554, -0.51753, 0.34030], [2.47277, -2.04106, 0.80466], [0.97406, -1.54604, 1.52811], [0.56713, -3.32498, -0.10257], [-0.28463, -1.88840, -0.56922], [2.29212, -3.11970, -1.69249], [1.72208, 3.03210, -2.91149], [0.16439, 2.37073, -3.47791], [1.45523, 1.34537, -0.86793], [-0.24644, 1.43484, -1.28411], [6.23020, -1.03007, -1.91182], [6.85309, 0.77598, 0.14763], [5.10158, 0.91598, 0.31298], [6.11134, 2.32397, 0.73810], [3.99782, 2.72393, -0.80076], [5.33263, 3.85090, -0.89055], [4.63824, 3.30458, -2.39673], [-0.28393, -1.52145, 5.15647], [-1.16882, -2.46855, 4.35340], [-0.69936, -3.92636, 4.41868], [0.66089, -4.05038, 3.87287], [1.71565, -4.14682, 3.45090], [0.73644, -1.50087, 4.76782], [-0.67203, -0.50376, 5.10465], [-0.24643, -1.81706, 6.20611], [-1.19344, -2.13795, 3.31210], [-2.19052, -2.41126, 4.73271], [-1.37030, -4.56362, 3.84188], [-0.69817, -4.28232, 5.44934], [-4.16223, 2.07718, -5.99484], [-3.13216, 0.95631, -6.05027], [-2.78592, 0.41342, -4.65998], [-2.22043, 1.47949, -3.82063], [-1.77981, 2.31067, -3.17519], [-3.78442, 2.94003, -5.44036], [-4.40742, 2.42019, -7.00162], [-5.07895, 1.73777, -5.51859], [-2.22665, 1.32114, -6.54110], [-3.51934, 0.13996, -6.66225], [-2.05681, -0.39464, -4.73655], [-3.67763, 0.01922, -4.17021], [-7.64857, 5.16933, -5.00230], [-7.30858, 5.12746, -3.51650], [-6.08599, 4.25667, -3.20967], [-6.32501, 2.86760, -3.62695], [-6.50932, 1.79238, -3.95675], [-7.91074, 4.18010, -5.38104], [-8.50382, 5.82205, -5.17852], [-6.80746, 5.54849, -5.58668], [-8.17256, 4.75534, -2.96209], [-7.11486, 6.14231, -3.16433], [-5.87126, 4.26648, -2.14104], [-5.20573, 4.63308, -3.73357], [2.59353, -5.63166, 9.66148], [2.34657, -6.09704, 8.23060], [1.95491, -4.95280, 7.28995], [0.70996, -4.31307, 7.74651], [-0.25455, -3.81956, 8.10144], [1.69245, -5.20519, 10.10507], [2.89794, -6.47100, 10.28711], [3.38326, -4.87842, 9.69819], [1.56125, -6.85586, 8.23195], [3.25100, -6.57271, 7.84721], [1.80281, -5.32887, 6.27761], [2.74252, -4.19916, 7.25313]]
}



{
  "formula": "C7H9O2S",
  "method": "the ωB97M-V functional and the def2-TZVPD basis",
  "spin_multiplicity": 1,
  "orbital_gap_ev": [7.40, 6.36],
  "lumo_ha": [0.1231, 0.1262],
  "e_tot_ha": -820.59908,
  "charge": -1,
  "homo_ha": [-0.14877, -0.10750],
  "e_above_lowest_kj_mol": 667.8,
  "elements": ["C", "C", "C", "C", "C", "C", "C", "O", "O", "S", "H", "H", "H", "H", "H", "H", "H", "H", "H"],
  "xyz": [[-1.53684, -1.33194, -0.16513], [0.95215, -1.57473, -0.26825], [-1.67614, -0.14133, 0.38325], [1.44392, -0.38337, -0.48082], [-0.32073, -2.04216, -0.82697], [-0.67622, 1.99253, -0.19025], [-1.10477, 1.08683, 0.92353], [2.08814, 1.56080, 1.25987], [3.94922, 0.50947, 0.01170], [2.60555, 0.33852, 0.61407], [-2.47237, -1.83802, -0.47599], [1.35375, -2.35897, 0.38460], [-0.45902, -3.19526, -0.86752], [-0.42516, -1.82465, -2.05020], [0.36242, 1.66983, -0.52705], [-0.45707, 3.02195, 0.04915], [-1.46901, 1.92370, -0.95405], [-1.98312, 1.48247, 1.52283], [-0.17470, 1.10432, 1.65722]]
}